2 unconnected molecules or ions with the total composition C3H13N2 at a distorted geometry, computed with ωB97M-V/def2-TZVPD.

ORCA input file:
```
! RIJCOSX wB97M-V def2-TZVPD def2/J DEFGRID3
* xyz 1 1
C -0.33 -2.21 -1.69
N -1.12 -1.27 -0.94
H 0.49 -2.49 -0.92
H -0.77 -3.16 -1.93
H 0.22 -1.67 -2.53
H -0.09 0.22 -0.48
H -1.38 -1.42 -0.01
H -2.06 -1.28 -1.48
C 0.72 0.90 2.00
C 0.25 1.81 0.86
N 0.36 1.13 -0.40
H 1.77 0.63 2.13
H 0.35 1.44 2.99
H 0.20 0.05 2.24
H -0.88 2.06 1.04
H 0.81 2.76 0.89
H 0.12 1.64 -1.30
H 1.33 0.86 -0.48
*
```

Output
Energy relative to the best compared isomer or geometry (same formula, charge and spin) in kcal/mol: 47.0
Gap between HOMO and LUMO in eV: 10.912
HOMO energy in eV: -14.192

=====

2 unconnected molecules or ions with the total composition C21H20F3N5O3 at a distorted geometry, computed with ωB97M-V/def2-TZVPD.

ORCA input file:
```
! RIJCOSX wB97M-V def2-TZVPD def2/J DEFGRID3
* xyz 0 1
N -5.48 -1.47 0.26
O 4.50 2.40 2.04
O 1.09 2.10 -0.12
F -7.04 -1.42 -2.85
F -6.56 0.68 -2.31
F -6.67 0.06 -4.41
C -4.89 -1.33 -0.73
N -1.98 -1.92 -1.02
O -1.88 -0.64 -5.50
C 4.07 1.69 2.94
C 1.42 2.05 1.06
C -2.74 -1.46 -1.99
C -3.95 -0.52 -4.35
C -4.18 -1.15 -1.96
C -2.60 -0.81 -4.35
C -4.79 -0.68 -3.13
C 1.67 -2.48 -1.72
C 1.65 -2.07 -3.07
C 0.48 -2.47 -0.97
C 0.45 -1.64 -3.66
C -0.71 -2.03 -1.56
C -0.71 -1.64 -2.88
N -2.01 -1.27 -3.17
N 1.05 3.09 1.83
N 2.97 0.93 2.80
C 4.79 1.69 4.27
C -6.29 -0.34 -3.17
C 1.23 3.34 3.26
C 2.41 0.04 3.81
C 1.07 -0.44 3.25
C 1.30 -0.40 1.75
C 2.22 0.81 1.54
H -2.43 -0.22 -6.19
H -4.41 -0.16 -5.27
H 2.60 -2.81 -1.27
H 2.57 -2.07 -3.65
H 0.47 -2.79 0.06
H 0.43 -1.32 -4.70
H 0.57 3.80 1.31
H 4.14 2.10 5.04
H 5.09 0.68 4.53
H 5.68 2.32 4.19
H 0.96 2.46 3.84
H 0.59 4.16 3.56
H 2.27 3.62 3.46
H 2.26 0.56 4.76
H 3.08 -0.81 3.95
H 0.83 -1.44 3.60
H 0.28 0.26 3.52
H 0.36 -0.30 1.20
H 1.83 -1.30 1.44
H 2.92 0.57 0.74
*
```

Output
Structure (SMILES): N#Cc1c(C(F)(F)F)cc(O)n2c1nc1ccccc12.CNC(=O)[C@@H]1CCCN1C(C)=O
Gap between HOMO and LUMO in eV: 7.597
HOMO energy in eV: -8.418

=====

C3H2N4O in the gas phase at a distorted geometry, computed with ωB97M-V/def2-TZVPD.

ORCA input file:
```
! RIJCOSX wB97M-V def2-TZVPD def2/J DEFGRID3
* xyz 0 1
C 1.45 -0.28 -0.02
C -0.20 1.25 -0.13
C -1.18 0.13 0.27
H -0.85 2.12 -0.37
H -2.20 0.73 0.40
N 1.13 0.97 -0.35
N -1.27 -1.18 0.50
N -0.19 -1.82 -0.29
N 0.89 -1.36 -0.74
O 2.41 -0.56 0.73
*
```

Output
Structure (SMILES): O=c1nccnnn1
Energy relative to the best compared isomer or geometry (same formula, charge and spin) in kcal/mol: 83.1
Gap between HOMO and LUMO in eV: 7.945
HOMO energy in eV: -10.158

=====

2 unconnected molecules or ions with the total composition C9H14S at a distorted geometry, computed with ωB97M-V/def2-TZVPD.

ORCA input file:
```
! RIJCOSX wB97M-V def2-TZVPD def2/J DEFGRID3
* xyz 0 1
C -2.68 -1.48 0.30
C -1.26 0.66 -0.38
C -1.85 -0.24 0.63
C -0.37 1.58 0.06
C 0.12 1.69 1.33
C -1.46 0.10 1.98
C -0.55 1.12 2.36
H -1.65 0.74 -1.34
H 0.13 2.31 -0.49
H -3.66 -1.37 0.50
H -2.09 -2.27 0.86
H 0.93 2.36 1.74
H -1.98 -0.48 2.79
H -0.29 1.02 3.42
H -2.59 -1.66 -0.76
C 3.21 -0.43 -0.41
C 1.06 -0.47 -2.44
S 2.13 -1.52 -1.29
H 2.91 0.54 -0.84
H 3.15 -0.71 0.64
H 4.20 -0.63 -0.74
H 0.43 -1.10 -3.30
H 1.77 0.14 -2.82
H 0.38 0.10 -1.79
*
```

Output
Structure (SMILES): Cc1ccccc1.CSC
Energy relative to the best compared isomer or geometry (same formula, charge and spin) in kcal/mol: 61.7
Gap between HOMO and LUMO in eV: 9.051
HOMO energy in eV: -8.134